(1)
The following is a quantum chemistry calculation of a molecular structure, C27H72O9 in a non-equilibrium geometry, from OMol25.

Computed properties:
ΔE to the lowest compared entry with this formula, charge and spin in kJ/mol: 3820.3
Kohn-Sham gap in eV: 8.3622

XYZ file:
```
108
Properties=species:S:1:pos:R:3:mulliken_charge:R:1
C 0.4348 -2.9157 -3.0185 -2.27
C 0.3557 -1.4464 -3.3240 -0.79
C -0.0670 -0.7095 -2.0385 1.95
O 1.5846 -0.9630 -3.7592 -0.52
H 1.2532 -3.0483 -2.3109 0.77
H 0.6549 -3.4355 -3.9510 0.52
H -0.3323 -3.3458 -2.3746 0.38
H -0.3840 -1.3180 -4.1142 0.66
H -0.8878 -1.2447 -1.5609 0.81
H -0.4821 0.2729 -2.2634 0.29
H 0.6604 -0.6189 -1.2318 -3.19
H 1.4604 -1.0571 -4.7064 0.57
C -3.1970 -0.1319 1.8454 -0.74
C -4.1707 -0.0092 0.5481 0.20
C -5.1343 1.1230 0.8644 -1.61
O -3.3777 0.4030 -0.5920 -0.36
H -2.6539 0.7846 2.0762 0.82
H -2.4715 -0.9429 1.7830 0.59
H -3.7300 -0.4542 2.7399 0.41
H -4.7543 -0.9188 0.4066 0.30
H -5.6901 1.4547 -0.0126 0.38
H -4.6473 1.9796 1.3303 0.34
H -5.8942 0.7014 1.5224 0.45
H -2.6291 -0.1921 -0.6757 0.19
C 0.9726 0.5361 -0.2872 -1.07
C -0.1622 0.1548 0.7415 2.31
C -0.9936 1.4026 1.0403 -1.29
O -1.0435 -0.7672 0.1567 -0.56
H 0.5457 1.1690 -1.0652 -0.32
H 1.4506 -0.3606 -0.6814 0.67
H 1.7234 1.1751 0.1778 0.79
H 0.3063 -0.1767 1.6681 -0.51
H -0.2965 2.0448 1.5785 1.19
H -1.8193 1.1607 1.7096 0.12
H -1.4800 2.0073 0.2748 -0.37
H -0.4337 -1.4178 -0.1989 1.06
C 0.5776 -3.3432 2.0956 -1.80
C 1.4038 -3.3224 0.8758 0.07
C 0.6815 -2.8066 -0.2612 -0.54
O 2.5379 -2.5699 1.2595 -0.80
H 1.1058 -3.8776 2.8853 0.71
H -0.3373 -3.9134 1.9347 0.41
H 0.2875 -2.4197 2.5967 -0.38
H 1.6264 -4.3767 0.7116 0.45
H -0.3038 -3.2724 -0.2759 1.25
H 1.3105 -2.9935 -1.1316 -1.21
H 0.3625 -1.7650 -0.2219 -0.32
H 3.2014 -2.5976 0.5663 1.08
C 2.0764 2.0720 -5.3325 -1.91
C 1.2784 1.8275 -4.1022 1.15
C 2.1240 1.3919 -2.9070 -0.59
O 0.6460 3.0230 -3.8024 -0.77
H 2.8042 2.8374 -5.0631 0.43
H 1.3958 2.4244 -6.1076 0.35
H 2.6152 1.1589 -5.5856 0.28
H 0.5094 1.0857 -4.3176 -0.04
H 3.0223 1.9864 -2.7402 0.58
H 2.4536 0.3684 -3.0858 -0.20
H 1.5495 1.2463 -1.9923 -0.13
H -0.0965 2.7228 -3.2730 0.24
C -0.1656 2.9268 5.8539 -1.41
C -1.2005 2.8915 4.7244 0.07
C -0.6098 2.8114 3.3395 -0.70
O -2.0133 1.8239 5.0135 -0.88
H 0.4811 3.8040 5.8339 0.39
H 0.4576 2.0338 5.9012 0.27
H -0.7811 3.1019 6.7363 0.34
H -1.6542 3.8726 4.8647 0.48
H -0.2462 1.8412 3.0012 0.00
H 0.2963 3.4135 3.2721 0.54
H -1.2047 3.2754 2.5527 0.37
H -1.4733 1.0314 5.0567 0.75
C -0.3998 -1.8138 4.6948 -1.78
C -0.4211 -0.4949 4.0126 -0.02
C -1.4318 -0.3971 2.7319 0.54
O -1.0292 0.2263 5.0328 -0.28
H 0.0330 -1.8606 5.6940 0.56
H 0.2747 -2.3130 3.9991 0.33
H -1.4084 -2.2241 4.6433 0.45
H 0.5846 -0.1159 3.8306 0.43
H -2.4374 -0.7743 2.9176 -0.15
H -1.0310 -0.9510 1.8829 0.38
H -1.4607 0.6513 2.4349 -1.41
H -1.3824 -0.4125 5.6564 0.25
C 5.6092 -1.8112 -0.7268 -1.47
C 4.0786 -1.8085 -0.3858 -0.56
C 3.2573 -0.8904 -1.2818 -0.34
O 3.6743 -3.1050 -0.3029 -0.48
H 5.7266 -1.4325 -1.7421 0.38
H 6.1546 -2.7507 -0.6372 0.38
H 6.1216 -1.1047 -0.0738 0.33
H 3.9207 -1.3281 0.5797 0.49
H 3.1560 -1.1052 -2.3456 0.60
H 3.6509 0.1136 -1.1231 0.53
H 2.2157 -0.9473 -0.9658 0.15
H 3.8517 -3.4792 -1.1691 0.46
C -1.1028 1.2573 -4.3402 -1.39
C -1.9320 2.1625 -3.3981 -0.14
C -2.1998 1.4860 -2.0532 -0.80
O -1.1236 3.1832 -3.0437 -0.49
H -0.7666 1.7310 -5.2625 0.61
H -1.6788 0.4431 -4.7800 0.44
H -0.3086 0.6973 -3.8466 -0.50
H -2.8462 2.6420 -3.7481 0.51
H -2.8857 0.6535 -2.2105 0.55
H -2.8065 2.1544 -1.4422 0.78
H -1.3607 1.1515 -1.4432 -0.47
H -1.6850 3.9576 -2.9611 0.45
```



(2)
The following is a quantum chemistry calculation of a molecular structure, C44H66N2O5PSSeSiTa, from OMol25.

Computed properties:
Charge: +2
ΔE to the lowest compared entry with this formula, charge and spin in kJ/mol: 104.6
Kohn-Sham gap in eV: 7.2553

XYZ file:
```
122
Properties=species:S:1:pos:R:3:mulliken_charge:R:1
Ta -0.9180 -0.9007 -0.7001 0.18
C 2.1220 4.1082 4.4680 -1.54
C 1.8669 2.6499 4.8756 1.89
C 1.0808 2.6113 6.1933 -1.67
C 3.2157 1.9640 5.0941 -1.93
C 1.0510 1.9692 3.7784 -0.45
C 1.5182 0.8681 3.0751 -0.63
C 0.7300 0.3325 2.0686 0.68
Se 1.2571 -1.1731 1.0312 0.55
C 2.4141 -0.3852 -0.2618 0.93
C 3.6229 0.1685 0.1090 -1.29
C 4.4531 0.6885 -0.8739 -0.28
C 4.0567 0.5032 -2.1947 -0.60
C 2.8731 -0.1131 -2.6164 0.08
C 1.9905 -0.4839 -1.5875 0.03
O 0.7059 -0.9210 -1.8008 1.41
C 2.7345 -0.3428 -4.1310 2.23
C 4.0001 -1.0733 -4.6240 -1.85
C 2.6390 1.0084 -4.8547 -1.67
C 1.5592 -1.2306 -4.5466 -2.16
C 5.7671 1.3956 -0.5557 2.00
C 6.0022 1.5074 0.9510 -2.13
C 5.7253 2.8116 -1.1477 -1.64
C 6.9303 0.6100 -1.1770 -1.68
C -0.5185 0.8543 1.7655 -0.17
O -1.1835 0.2679 0.7276 0.97
C -1.0579 1.9216 2.4898 -0.47
C -0.2242 2.4520 3.4699 -0.29
C -2.4801 2.4257 2.2496 2.38
C -2.8442 3.5630 3.2067 -2.45
C -3.4623 1.2675 2.4937 -1.73
C -2.6358 2.9498 0.8147 -1.54
H 2.6969 4.6155 5.2435 0.48
H 1.1914 4.6602 4.3311 0.32
H 2.6892 4.1599 3.5365 0.31
H 1.6683 3.0732 6.9875 0.48
H 0.8603 1.5840 6.4881 0.36
H 0.1386 3.1559 6.1238 0.34
H 3.7621 2.4850 5.8799 0.45
H 3.8363 1.9905 4.1951 0.25
H 3.0989 0.9258 5.4116 0.39
H 2.4769 0.4263 3.3064 0.67
H 3.9017 0.2081 1.1526 0.47
H 4.7307 0.8502 -2.9652 0.49
H 4.8934 -0.4539 -4.5672 0.40
H 3.8702 -1.3556 -5.6697 0.49
H 4.1782 -1.9815 -4.0456 0.39
H 3.5136 1.6294 -4.6599 0.33
H 1.7534 1.5654 -4.5493 0.11
H 2.5829 0.8471 -5.9326 0.52
H 1.6933 -2.2457 -4.1720 0.29
H 1.5420 -1.2934 -5.6355 0.64
H 0.5929 -0.8610 -4.2147 0.21
H 5.2049 2.0694 1.4440 0.44
H 6.9366 2.0373 1.1337 0.48
H 6.0875 0.5269 1.4243 0.38
H 4.9083 3.3927 -0.7151 0.34
H 5.5974 2.7960 -2.2308 0.33
H 6.6600 3.3312 -0.9343 0.47
H 6.9705 -0.4072 -0.7843 0.35
H 7.8758 1.1015 -0.9451 0.47
H 6.8472 0.5523 -2.2631 0.35
H -0.5913 3.2885 4.0449 0.63
H -2.8004 3.2488 4.2506 0.44
H -3.8664 3.8823 3.0035 0.46
H -2.1984 4.4326 3.0735 0.46
H -3.3566 0.8804 3.5089 0.38
H -3.3111 0.4509 1.7866 0.15
H -4.4858 1.6274 2.3747 0.51
H -1.9653 3.7933 0.6352 0.30
H -3.6571 3.3049 0.6685 0.59
H -2.4433 2.1780 0.0707 -0.11
C -6.3948 -4.7210 1.2480 -1.12
Si -5.7118 -3.0125 1.5914 0.13
C -5.9581 -2.5041 3.3754 -1.01
C -6.4735 -1.7550 0.4365 -0.96
C -3.8070 -3.1670 1.3905 0.45
C -3.1758 -4.1481 2.1518 -0.16
C -1.7961 -4.3404 2.1225 -1.78
C -1.0358 -3.4969 1.3523 -0.29
N -1.6068 -2.5237 0.6240 0.45
C -2.9539 -2.3931 0.6060 0.50
S -3.4039 -1.1833 -0.5825 -0.75
H -7.4838 -4.7066 1.3240 0.36
H -6.0333 -5.4695 1.9551 0.34
H -6.1418 -5.0604 0.2417 0.35
H -7.0228 -2.4106 3.5980 0.37
H -5.4908 -1.5390 3.5808 0.26
H -5.5424 -3.2326 4.0740 0.36
H -7.5510 -1.7537 0.6222 0.42
H -6.3278 -1.9958 -0.6168 0.32
H -6.1111 -0.7418 0.6124 0.27
H -3.7721 -4.7964 2.7845 0.42
H -1.3217 -5.1210 2.6987 0.51
H 0.0395 -3.5911 1.3017 0.58
C -1.9045 3.0297 -4.6798 -0.76
O -1.9545 2.2324 -3.4653 -0.26
P -0.8062 1.1732 -3.1679 -0.07
O -0.6031 1.3974 -1.5472 0.19
C 0.3353 2.4044 -1.0897 -0.49
O -1.7573 -0.1467 -2.6721 -0.57
C -2.4772 -0.8260 -3.7360 -0.95
H -2.9310 3.1631 -5.0048 0.26
H -1.3300 2.5225 -5.4546 0.37
H -1.4589 3.9935 -4.4500 0.33
H 0.3438 2.3631 -0.0057 -0.06
H -0.0148 3.3853 -1.4073 0.36
H 1.3308 2.1982 -1.4840 0.24
H -3.2392 -1.4413 -3.2712 0.26
H -1.7858 -1.4319 -4.3194 0.27
H -2.9568 -0.0738 -4.3597 0.42
C -0.9575 -5.5070 -3.2883 -0.59
C 0.2035 -4.7864 -3.0723 -1.20
C 0.1328 -3.5689 -2.4214 -0.61
N -1.0113 -3.0261 -1.9759 0.22
C -2.1289 -3.7503 -2.1771 -0.13
C -2.1485 -4.9689 -2.8207 -1.14
H -0.9381 -6.4599 -3.7991 0.44
H 1.1665 -5.1535 -3.3983 0.54
H 1.0336 -3.0052 -2.2406 0.89
H -3.0505 -3.3191 -1.8137 0.57
H -3.0908 -5.4816 -2.9506 0.52
```



(3)
The following is a quantum chemistry calculation of a molecular structure, C19H24BrNO5PdS3, from OMol25.

Computed properties:
Charge: +2
2S+1: 5
Kohn-Sham gap (alpha / beta) in eV: 8.3218 / 6.5278

XYZ file:
```
54
Properties=species:S:1:pos:R:3:mulliken_charge:R:1
Pd -0.6788 -0.4020 0.2021 1.38
O -2.4950 2.6476 5.4297 -0.49
C -1.9626 2.1228 4.3303 0.87
C -0.8666 2.6652 3.6550 -0.65
C -0.4039 2.0261 2.5275 -0.95
N -0.9575 0.9073 2.0425 0.11
C -2.0004 0.4210 2.7053 0.24
Br -2.7293 -1.1545 1.9154 -0.13
C -2.5528 0.9554 3.8375 -0.46
H -2.0386 3.4521 5.7080 0.32
H -0.3838 3.5675 4.0054 0.36
H 0.4487 2.4126 1.9848 0.57
H -3.4038 0.5135 4.3342 0.52
C 2.5189 -2.5225 2.5984 -1.71
C 1.9105 -1.7655 1.4564 0.87
O 0.7070 -1.5377 1.4917 -0.23
C 2.7852 -1.3213 0.3284 0.26
C 4.1267 -1.6063 0.3824 -0.71
C 5.0228 -1.2435 -0.6441 -0.79
C 4.5678 -0.5833 -1.7879 -0.61
C 3.2404 -0.2783 -1.8967 -0.60
C 2.2927 -0.6023 -0.8507 0.27
O 1.1078 -0.2427 -1.0461 0.05
H 1.7326 -2.7728 3.3040 0.37
H 3.2785 -1.9217 3.1012 0.45
H 2.9982 -3.4382 2.2486 0.44
H 4.5319 -2.1308 1.2359 0.47
H 6.0706 -1.4895 -0.5384 0.44
H 5.2609 -0.3185 -2.5745 0.48
H 2.8331 0.2336 -2.7586 0.52
C -0.2641 3.5385 -1.3715 -1.03
C -1.3822 3.1550 -2.3263 -0.57
S -1.5728 1.3709 -2.3645 0.54
O -1.9410 0.9770 -0.9210 -0.55
C -3.1141 1.2217 -3.2806 -0.55
C -4.3283 1.8100 -2.5787 -1.14
H -0.0773 4.6091 -1.4363 0.43
H 0.6649 3.0183 -1.6141 0.27
H -0.5479 3.3007 -0.3476 0.14
H -1.1496 3.4289 -3.3581 0.48
H -2.3310 3.6083 -2.0439 0.33
H -3.2195 0.1497 -3.4530 0.37
H -2.9091 1.6871 -4.2481 0.48
H -4.3420 1.5333 -1.5255 0.26
H -5.2316 1.4165 -3.0417 0.40
H -4.3632 2.8943 -2.6616 0.33
C 0.6120 -5.2447 -0.8220 -0.84
O -0.3146 -4.1383 -0.6358 -0.25
C -0.4230 -3.2735 -1.5884 0.37
S 0.3822 -3.1435 -3.0176 -0.02
S -1.5657 -1.9985 -1.5296 -0.14
H 0.5883 -5.7923 0.1126 0.26
H 1.6079 -4.8575 -1.0307 0.38
H 0.2606 -5.8645 -1.6439 0.40
```